The following is a DFT calculation (ωB97M-V with the def2-TZVPD basis set) of a structure of composition C22H51BrCa2Cl2CsIMgN2O7P2 at a distorted geometry.

Kohn-Sham gap ... 1.373 eV
E_HOMO ... -5.190 eV
Total charge ... 0

Last column: Mulliken charge in e.
Atoms and positions in Å:
H -1.86520 6.00154 1.96026  0.537
Ca -2.23166 6.30345 -1.76328  0.327
H -4.43917 3.49350 1.11134  0.434
N 0.76374 -3.49797 3.16528  0.255
H -3.92928 3.92927 2.73830  0.345
H -2.54403 5.43662 -0.33318  0.464
H -1.67399 -2.72825 -3.21870  0.321
C 1.07848 0.78016 -3.32057  -0.963
H 0.49964 -4.81830 -2.60757  -0.176
C 1.03351 -4.25461 -3.43607  0.398
H -5.07069 -2.84404 -0.35453  0.524
H 1.40545 0.05633 -4.08120  0.341
Cs 2.52258 -3.99052 0.23999  0.832
Cl 7.69430 -0.53014 -1.14212  -0.233
H -1.31459 -1.18799 -1.60174  -0.223
H -1.10326 0.08968 2.26917  0.252
H -0.69082 2.88824 4.64388  0.785
O 6.72022 -0.86656 -3.88799  -0.387
H 2.68824 -4.09062 3.72780  0.294
H 4.41372 -0.01842 -0.05514  0.106
C -2.31765 4.00479 1.25033  1.553
C -0.25191 0.40029 -2.58657  -0.045
C -3.79197 4.16154 1.68262  -1.670
H -1.79487 -1.27588 -4.19686  0.539
C -1.37524 0.81113 3.03819  -1.963
H -0.17436 0.84874 -1.57551  -0.458
O 1.23839 -5.07723 1.58726  -0.888
P 4.65263 -0.44756 -1.41496  -0.472
H 1.78558 -4.96557 -3.85712  0.493
Ca 0.38558 -6.46123 -2.28312  0.111
H 4.27687 -2.09108 0.03413  0.305
H 1.94178 1.56831 -1.44025  -0.017
H 2.25932 -0.62227 -0.94008  -0.037
H -0.82023 0.55888 3.94210  0.472
H -2.43935 0.69164 3.25629  0.433
C -0.02601 -2.49875 -4.56920  -0.603
H -4.28473 -1.02513 1.37655  0.156
H 0.96736 -2.02534 -4.51546  0.360
C 0.00905 -2.31023 3.52476  -0.813
H -2.36392 2.92491 4.18329  0.497
H 1.58527 -3.39154 -3.03858  -0.474
H -0.61467 -2.52964 4.39262  0.363
Cl 2.67467 1.13527 1.28803  -0.658
C -1.05794 2.24222 2.60315  1.718
O -1.84187 1.90842 0.48063  -0.296
H 6.28303 -0.56803 -0.91934  0.322
H -1.18529 4.34010 -0.59401  0.639
H 0.90306 1.76143 -3.80203  0.380
C 0.43901 2.32009 2.23193  -1.478
H -4.14513 5.18179 1.52175  0.397
I 4.65751 -3.47762 -3.83836  -0.125
H -0.62595 -1.99718 2.69963  0.074
O 4.44855 -2.11779 -0.92614  -0.506
H -0.08022 -3.55245 1.30008  0.970
C -4.57144 -0.70513 0.35588  0.446
C -2.22061 4.41026 -0.21547  -2.432
C -1.08301 -1.87917 -3.61314  -0.866
H -4.50744 -1.83007 -1.65398  0.375
C 1.67763 -4.08215 4.13764  -0.928
Br -5.54764 -3.91289 -2.22574  -0.588
H -2.01625 5.18238 4.13263  0.254
O 0.11517 -3.93123 -4.43474  -0.452
H 0.75722 3.32478 1.94716  0.402
H -0.29175 5.03380 3.85338  0.498
C -1.26123 4.64854 3.52574  -0.953
C 2.81563 -0.35084 -1.84997  0.829
C -1.35433 3.14177 3.81628  -1.082
H 3.05720 1.58330 -2.89080  0.619
O -5.75576 -0.32207 0.17056  -0.585
O -3.05886 -2.50924 -0.40992  -0.538
C -0.52264 -1.11948 -2.37205  0.644
P 5.09866 -1.05730 -3.58274  0.206
H 6.82117 -1.10087 -4.82465  0.352
C 2.28685 1.02663 -2.33517  -0.591
C -4.24335 -2.13702 -0.62212  -0.589
H -0.38720 -2.34806 -5.60048  0.274
H -3.75479 -0.01835 0.05780  -0.217
C -1.44756 4.99115 2.04453  -1.638
H 1.66583 -3.50816 5.05963  0.384
H 4.92765 0.92267 -1.79726  0.294
H 0.70196 -1.50388 3.76976  0.480
N -1.96943 2.61294 1.51936  0.766
H 2.62269 -1.09098 -2.64895  -0.623
Mg -1.52984 5.30772 6.24120  -0.120
C 0.63562 -4.07494 1.96029  -0.453
H 0.36224 -1.60138 -1.92060  -0.156
H 1.37678 -5.11020 4.34141  0.331
H -0.45977 5.05168 1.58035  0.477
H 0.69138 1.64759 1.39858  -0.203
H 1.04804 2.01876 3.08083  0.562
H -1.08859 0.91467 -3.08602  0.649
H -2.86378 3.79836 -0.85886  0.657